C4H4OS | ωB97M-V/def2-TZVPD

Properties
Charge   0
ΔE to the lowest compared entry with this formula, charge and spin   388.0 kJ/mol
Orbital gap   10.136 eV
Strongest force on any atom   7.557 eV/A
LUMO   0.25 eV

Bonds (Å) are listed after each position.
Positions of all 10 atoms, in Å:
1 C -1.639 -2.351 -0.369  C2 1.321, H7 1.174
2 C -1.036 -1.186 -0.204  C1 1.321, C3 1.469
3 C 0.187 -0.541 0.290  C2 1.469, S4 1.739, H8 1.108, H9 1.074
4 S 1.206 0.427 -0.734  C3 1.739, C5 1.895
5 C 1.007 2.183 -0.050  S4 1.895, O6 1.210, H10 1.204
6 O 0.595 2.641 0.992  C5 1.210
7 H -2.646 -2.883 -0.650  C1 1.174
8 H 0.034 0.360 0.915  C3 1.108
9 H 0.705 -1.341 0.785  C3 1.074
10 H 1.587 2.692 -0.975  C5 1.204